i) ORCA calculation (ωB97M-V with the def2-TZVPD basis set) on the molecule C2H3N3O.

Calculated values
M   85.07 u
SMILES   [H]/N=c1/nc[nH]o1

Last column: Löwdin charge in e.
Atoms and positions in Å:
N 1.2576 -0.7304 0.2519  0.06
N -2.0864 0.1908 0.0697  0.14
H 1.8488 -1.0344 -0.4077  0.07
O -0.0917 -1.0855 -0.1763  -0.04
N 0.2141 1.2157 -0.0320  0.13
H -2.2184 -0.8357 0.3869  0.10
C 1.3400 0.6299 0.0218  -0.19
C -0.8307 0.1681 -0.0977  -0.42
H 2.3506 1.0342 -0.1407  0.14

ii) ORCA calculation (ωB97M-V with the def2-TZVPD basis set) on a cluster of 2 separate species, C2H3N3O in total.

Calculated values
M   85.07 u
SMILES   N=C=N.N=C=O

Last column: Löwdin charge in e.
Atoms and positions in Å:
N 1.4132 0.3212 1.6575  0.12
O -0.8033 0.5974 -1.9495  0.11
C 0.3204 0.6995 1.1854  -0.34
N -0.4050 -1.5131 -1.0442  0.20
H 0.1470 -2.3549 -1.1146  0.09
C -0.5858 -0.5185 -1.6881  -0.44
H 2.2216 0.8712 1.8363  0.04
H -1.6460 0.9446 0.6224  0.08
N -0.6621 0.9524 0.4949  0.15

Of them, the most stable is ii) and the least stable is i).

i) ORCA calculation (ωB97M-V with the def2-TZVPD basis set) on the molecule C2H3N3O.

Calculated values
M   85.07 u
SMILES   Oc1cn[nH]n1

Last column: Löwdin charge in e.
Atoms and positions in Å:
N -1.4015 -0.3057 -0.6675  0.05
C 0.6202 0.2388 0.0380  -0.42
O 1.9048 0.6412 0.0317  0.07
H -1.9952 -0.7356 1.2269  0.15
N -0.0486 -0.1122 1.1242  0.11
N -1.2435 -0.4283 0.6325  -0.10
H 2.3482 0.2856 0.8131  0.11
H 0.0165 0.2951 -2.1254  0.11
C -0.2140 0.1185 -1.0858  -0.08

ii) ORCA calculation (ωB97M-V with the def2-TZVPD basis set) on the molecule C2H3N3O.

Calculated values
M   85.07 u
SMILES   O=c1nc[nH][nH]1

Last column: Löwdin charge in e.
Atoms and positions in Å:
C 0.8842 0.1937 -0.8298  -0.20
O -0.3946 1.3848 2.0532  0.09
H 1.9706 0.0645 -1.3911  0.18
C -0.1868 0.7279 1.0890  -0.62
N -0.3282 -0.4631 -0.8850  -0.03
H -0.2421 -1.6014 -1.2674  0.23
N 0.8384 0.8954 0.2293  0.09
N -0.9537 -0.2008 0.4039  0.09
H -1.5878 -1.0010 0.5978  0.16

Of them, the most stable is i) and the least stable is ii).

i) ORCA calculation (ωB97M-V with the def2-TZVPD basis set) on the molecule C2H3N3O.

Calculated values
M   85.07 u
SMILES   Oc1cn[nH]n1

Last column: Löwdin charge in e.
Atoms and positions in Å:
O 2.0043 -0.0261 0.2147  0.06
N -0.0659 0.9370 0.5582  0.09
C -0.1821 -0.9730 -0.5945  -0.07
C 0.6606 -0.0365 0.0791  -0.42
N -1.3045 0.6535 0.1374  -0.09
H 0.0876 -1.9066 -1.0914  0.11
N -1.4266 -0.5320 -0.5011  0.05
H -2.0184 0.9935 0.7702  0.15
H 2.2449 0.8903 0.4273  0.12

ii) ORCA calculation (ωB97M-V with the def2-TZVPD basis set) on a structure of composition C2H3N3O.

Calculated values
M   85.07 u

Last column: Löwdin charge in e.
Atoms and positions in Å:
O -1.7317 -0.5843 -0.3222  0.13
C 1.1278 -0.1716 -0.3646  -0.22
H -0.1550 2.0638 1.0728  0.09
H -1.9551 -1.5286 -0.3781  0.14
N -0.0997 1.3636 0.3201  0.06
N 1.1332 1.1248 0.0102  -0.02
H 1.8902 -0.5843 -1.0129  0.11
N 0.4330 -1.1910 0.5171  0.17
C -0.4753 -0.4728 0.0514  -0.46

Of them, the most stable is i) and the least stable is ii).